# C27H28F4IN6O2Ta

C27H28F4IN6O2Ta as an isolated structure at a distorted geometry (ωB97M-V/def2-TZVPD, the OMol25 dataset).

Structure (XYZ):
```
69
Properties=species:S:1:pos:R:3:nbo_charge:R:1
Ta -0.50 -0.42 0.13 2.286
C -0.56 -2.79 -2.21 -0.428
N -0.12 -2.56 -0.81 -0.480
C -0.74 -3.64 0.02 -0.428
C 1.34 -2.71 -0.70 -0.236
C 1.79 -2.29 0.71 -0.248
N 0.78 -1.41 1.36 -0.777
C 0.87 -1.51 2.78 0.010
C -0.27 -1.75 3.54 0.343
F -1.45 -1.90 2.94 -0.295
C -0.20 -1.90 4.92 0.350
F -1.33 -2.14 5.58 -0.276
C 1.00 -1.84 5.59 -0.300
C 2.15 -1.63 4.84 0.363
F 3.33 -1.56 5.42 -0.273
C 2.08 -1.47 3.47 0.290
F 3.22 -1.25 2.79 -0.307
H -0.41 -3.83 -2.48 0.230
H 0.03 -2.18 -2.89 0.214
H -1.62 -2.55 -2.31 0.231
H -0.33 -4.60 -0.29 0.218
H -1.81 -3.66 -0.14 0.236
H -0.53 -3.48 1.07 0.228
H 1.81 -2.09 -1.47 0.216
H 1.64 -3.74 -0.88 0.233
H 2.75 -1.79 0.64 0.231
H 1.92 -3.16 1.35 0.229
H 1.06 -1.96 6.66 0.279
C 0.95 1.63 2.29 -0.235
N -0.21 1.22 1.46 -0.653
C -1.17 2.15 1.41 0.209
C -2.03 2.14 0.33 -0.018
C -3.18 2.86 -0.04 -0.120
C -3.60 2.34 -1.25 -0.287
C -2.69 1.33 -1.59 0.064
N -1.73 1.21 -0.66 -0.629
C 2.06 2.24 1.46 -0.092
C 3.33 1.66 1.44 -0.257
C 4.34 2.20 0.65 -0.208
C 4.09 3.33 -0.11 -0.210
C 2.84 3.92 -0.09 -0.207
C 1.83 3.38 0.69 -0.157
H 1.34 0.80 2.86 0.223
H 0.59 2.37 3.01 0.223
H -1.22 2.90 2.19 0.228
H -3.64 3.66 0.52 0.254
H -4.44 2.66 -1.84 0.258
H -2.70 0.71 -2.48 0.216
H 3.53 0.80 2.06 0.241
H 5.33 1.75 0.67 0.242
H 4.89 3.77 -0.71 0.241
H 2.65 4.82 -0.66 0.239
H 0.85 3.86 0.71 0.211
C -4.71 -1.99 0.15 -0.275
O -3.37 -1.96 -0.46 -0.477
C -2.49 -1.21 0.13 0.461
O -2.63 -0.53 1.14 -0.556
H -4.63 -2.39 1.16 0.215
H -5.30 -2.64 -0.49 0.228
H -5.11 -0.98 0.17 0.212
I 1.52 1.39 -5.47 0.312
C 1.48 0.94 -3.47 -0.289
C 2.43 1.25 -2.51 0.034
N 2.00 0.80 -1.34 -0.305
N 0.80 0.18 -1.47 -0.456
C 0.48 0.29 -2.77 -0.003
H 3.37 1.77 -2.59 0.270
H 2.46 0.87 -0.43 0.468
H -0.46 -0.08 -3.15 0.244
```

molar mass	852.41	u
orbital gap	6.975	eV
total energy	-2278.35308	Ha
max |F|	1.195	eV Å⁻¹
total charge	+2
ΔE to the lowest compared entry with this formula, charge and spin	23.7	kcal per mole

=====

# C27H28F4IN6O2Ta

C27H28F4IN6O2Ta as an isolated structure (ωB97M-V/def2-TZVPD, the OMol25 dataset).

Structure (XYZ):
```
69
Properties=species:S:1:pos:R:3:nbo_charge:R:1
Ta 0.45 -0.27 -0.73 2.386
C 2.24 -2.95 -0.59 -0.422
N 2.18 -1.63 0.12 -0.494
C 3.59 -1.16 0.20 -0.412
C 1.74 -1.89 1.53 -0.239
C 0.30 -2.35 1.53 -0.240
N -0.45 -1.62 0.49 -0.746
C -1.77 -2.09 0.29 0.027
C -2.42 -1.59 -0.82 0.262
F -1.66 -0.70 -1.56 -0.290
C -3.71 -1.89 -1.20 0.381
F -4.22 -1.33 -2.29 -0.270
C -4.43 -2.77 -0.42 -0.307
C -3.82 -3.29 0.71 0.372
F -4.48 -4.13 1.48 -0.264
C -2.51 -2.97 1.08 0.346
F -2.04 -3.51 2.20 -0.288
H 2.89 -3.61 -0.03 0.216
H 2.64 -2.80 -1.59 0.237
H 1.25 -3.38 -0.69 0.240
H 4.17 -1.90 0.76 0.223
H 3.65 -0.21 0.72 0.222
H 4.02 -1.08 -0.79 0.220
H 1.88 -0.98 2.10 0.226
H 2.39 -2.66 1.95 0.236
H -0.14 -2.19 2.51 0.243
H 0.24 -3.42 1.32 0.230
H -5.45 -3.04 -0.67 0.286
C -2.04 1.97 -0.50 -0.236
N -0.66 1.57 -0.88 -0.647
C 0.09 2.50 -1.43 0.222
C 1.39 2.22 -1.85 -0.043
C 2.33 3.00 -2.52 -0.114
C 3.40 2.16 -2.82 -0.288
C 3.08 0.90 -2.34 0.069
N 1.88 0.91 -1.71 -0.688
C -2.22 2.06 0.99 -0.077
C -2.54 0.93 1.74 -0.204
C -2.65 1.01 3.12 -0.239
C -2.46 2.23 3.77 -0.191
C -2.18 3.36 3.02 -0.191
C -2.07 3.28 1.64 -0.190
H -2.77 1.30 -0.97 0.228
H -2.21 2.96 -0.94 0.224
H -0.31 3.50 -1.58 0.231
H 2.21 4.04 -2.79 0.255
H 4.30 2.42 -3.36 0.263
H 3.65 0.00 -2.44 0.222
H -2.74 -0.02 1.25 0.203
H -2.91 0.13 3.70 0.238
H -2.56 2.29 4.84 0.242
H -2.07 4.32 3.51 0.242
H -1.86 4.17 1.06 0.225
C -0.15 -0.96 -4.87 -0.268
O 0.25 -0.50 -3.54 -0.516
C 0.49 -1.46 -2.63 0.390
O 0.47 -2.63 -2.86 -0.571
H -0.26 -0.07 -5.47 0.214
H -1.09 -1.51 -4.80 0.203
H 0.62 -1.61 -5.27 0.215
I 3.80 3.70 3.07 0.293
C 2.37 2.41 2.37 -0.298
C 1.21 2.00 3.00 0.005
N 0.58 1.16 2.17 -0.335
N 1.25 1.00 1.01 -0.416
C 2.35 1.77 1.13 -0.017
H 0.79 2.26 3.95 0.263
H -0.36 0.79 2.27 0.456
H 3.06 1.85 0.33 0.251
```

molar mass	852.41	u
orbital gap	6.742	eV
total energy	-2278.34401	Ha
max |F|	0.967	eV Å⁻¹
total charge	+2
ΔE to the lowest compared entry with this formula, charge and spin	29.4	kcal per mole

=====

# C27H28FN5O3

An isolated molecule of C27H28FN5O3 (ωB97M-V/def2-TZVPD, the OMol25 dataset).

Structure (XYZ):
```
64
Properties=species:S:1:pos:R:3:nbo_charge:R:1
O -1.61 -0.92 -2.05 -0.615
C -1.88 0.25 -2.17 0.696
C -0.93 1.27 -2.76 -0.487
C -0.30 2.13 -1.64 -0.492
C 0.73 1.32 -0.88 0.715
O 1.86 1.18 -1.32 -0.631
N 0.36 0.71 0.28 -0.463
C -0.91 0.80 0.90 0.157
C -1.40 2.02 1.35 -0.246
C -2.63 2.07 2.00 -0.189
C -3.35 0.92 2.23 -0.276
C -2.82 -0.29 1.81 0.404
F -3.50 -1.42 2.07 -0.322
C -1.62 -0.37 1.14 -0.263
C 1.39 -0.01 1.02 -0.151
C 2.61 0.96 1.12 0.720
O 2.45 2.05 1.63 -0.638
N 3.78 0.48 0.68 -0.618
C 4.96 1.30 0.56 -0.056
C 5.24 1.64 -0.91 -0.423
C 6.03 0.44 -1.46 -0.419
C 6.50 -0.37 -0.23 -0.414
C 6.20 0.51 0.98 -0.406
C 1.71 -1.38 0.49 -0.004
C 1.20 -1.89 -0.70 -0.259
C 1.59 -3.16 -1.09 0.047
N 2.42 -3.92 -0.41 -0.417
C 2.89 -3.45 0.74 0.032
C 2.57 -2.20 1.23 -0.263
N -3.06 0.81 -1.77 -0.606
C -4.14 0.21 -1.12 0.110
C -4.29 -1.17 -0.99 -0.203
C -5.40 -1.65 -0.32 -0.227
C -6.32 -0.74 0.20 0.010
N -6.18 0.57 0.07 -0.404
C -5.13 1.03 -0.58 0.002
H -0.13 0.74 -3.29 0.249
H -1.46 1.91 -3.46 0.224
H 0.24 2.96 -2.10 0.248
H -1.08 2.52 -0.99 0.222
H -0.81 2.91 1.23 0.234
H -3.01 3.02 2.34 0.224
H -4.30 0.94 2.74 0.239
H -1.24 -1.33 0.81 0.246
H 1.02 -0.11 2.05 0.248
H 3.77 -0.35 0.11 0.408
H 4.79 2.19 1.17 0.238
H 5.83 2.55 -0.96 0.207
H 4.31 1.80 -1.44 0.240
H 5.40 -0.18 -2.10 0.209
H 6.87 0.77 -2.05 0.210
H 7.56 -0.62 -0.30 0.215
H 5.96 -1.31 -0.16 0.198
H 7.02 1.20 1.16 0.206
H 6.03 -0.07 1.89 0.215
H 0.51 -1.33 -1.30 0.252
H 1.22 -3.58 -2.01 0.196
H 3.55 -4.11 1.28 0.194
H 2.97 -1.85 2.17 0.223
H -3.15 1.81 -1.88 0.400
H -3.55 -1.84 -1.39 0.256
H -5.55 -2.71 -0.19 0.224
H -7.19 -1.07 0.74 0.195
H -5.06 2.10 -0.66 0.183
```

molar mass	489.55	u
structure (SMILES)	O=C(CCC(=O)N(c1cccc(F)c1)[C@H](C(=O)NC1CCCC1)c1ccncc1)Nc1cccnc1
orbital gap	9.320	eV
total energy	-1645.11658	Ha
max |F|	0.702	eV Å⁻¹
ΔE to the lowest compared entry with this formula, charge and spin	4.7	kcal per mole

=====

# C27H28FeN

C27H28FeN as an isolated structure at a distorted geometry (ωB97M-V/def2-TZVPD, the OMol25 dataset).

Structure (XYZ):
```
57
Properties=species:S:1:pos:R:3:nbo_charge:R:1
C 5.00 0.36 2.50 -0.381
C 4.01 0.08 3.51 -0.369
C 2.97 -0.74 2.90 -0.371
C 3.33 -0.96 1.52 -0.351
C 4.59 -0.29 1.27 -0.352
Fe 3.11 1.08 1.90 0.977
C 3.37 2.77 0.71 -0.368
C 2.77 3.13 2.03 -0.383
C 1.56 2.46 2.18 -0.423
C 1.32 1.63 0.94 -0.120
C 0.20 0.89 0.61 -0.451
C -1.10 0.98 1.25 0.057
C -1.98 -0.11 1.20 -0.268
C -3.25 -0.02 1.72 -0.202
C -3.69 1.16 2.29 -0.304
C -2.84 2.25 2.34 -0.211
C -1.56 2.17 1.83 -0.277
C 2.52 1.87 0.06 -0.394
H 5.92 0.94 2.64 0.226
H 4.04 0.40 4.55 0.227
H 2.07 -1.10 3.40 0.238
H 2.74 -1.51 0.77 0.235
H 5.14 -0.29 0.33 0.225
H 4.31 3.17 0.31 0.218
H 3.21 3.82 2.77 0.219
H 0.91 2.50 3.05 0.232
H 0.29 0.21 -0.21 0.179
H -1.65 -1.01 0.72 0.201
H -3.91 -0.87 1.67 0.190
H -4.68 1.23 2.69 0.187
H -3.19 3.18 2.78 0.190
H -0.93 3.03 1.84 0.212
H 2.67 1.45 -0.94 0.219
C -1.78 -4.25 -0.29 -0.225
C -0.48 -3.97 -0.68 -0.213
C -0.21 -2.84 -1.43 -0.206
C -1.24 -1.98 -1.79 -0.029
C -0.98 -0.75 -2.61 -0.067
C -1.24 -0.96 -4.12 -0.403
C -1.85 0.36 -4.64 -0.416
C -2.08 1.24 -3.40 -0.216
N -1.86 0.38 -2.22 -0.648
C -2.53 -2.28 -1.39 -0.151
C -2.80 -3.40 -0.64 -0.232
H -1.99 -5.14 0.29 0.202
H 0.32 -4.65 -0.41 0.206
H 0.79 -2.63 -1.73 0.208
H 0.07 -0.43 -2.47 0.182
H -0.33 -1.25 -4.66 0.208
H -1.95 -1.79 -4.25 0.205
H -1.17 0.86 -5.35 0.202
H -2.78 0.19 -5.18 0.201
H -1.39 2.09 -3.37 0.170
H -3.09 1.65 -3.37 0.185
H -1.53 0.88 -1.39 0.406
H -3.32 -1.60 -1.67 0.222
H -3.81 -3.62 -0.34 0.203
```

molar mass	422.37	u
spin multiplicity	5
orbital gap (spin up / spin down)	4.216 / 4.960	eV
total energy	-2364.01320	Ha
max |F|	3.056	eV Å⁻¹
total charge	-1
ΔE to the lowest compared entry with this formula, charge and spin	0.0	kcal per mole